# 1
{
  "formula": "C18H30BeCl3NO3P",
  "method": "ωB97M-V/def2-TZVPD",
  "species": ["Be", "C", "C", "C", "C", "C", "C", "C", "C", "C", "C", "H", "H", "H", "H", "H", "H", "H", "H", "H", "H", "H", "H", "H", "H", "H", "C", "C", "O", "P", "O", "C", "C", "O", "C", "C", "H", "H", "H", "H", "H", "H", "H", "H", "H", "H", "H", "H", "H", "H", "H", "Cl", "C", "Cl", "Cl", "C", "N"],
  "xyz": [[-0.4062, 0.0228, 0.9023], [-0.3201, -0.3494, 2.7078], [-0.4119, 1.0511, 2.4339], [-1.6062, 1.2731, 1.6782], [-2.2272, 0.0202, 1.4611], [-1.4288, -0.9887, 2.0782], [-1.7376, -2.4540, 2.1075], [-3.4736, -0.2157, 0.6650], [-2.1083, 2.5936, 1.1751], [0.5617, 2.0921, 2.8962], [0.7396, -1.0271, 3.5158], [-2.3556, -2.6942, 2.9742], [-0.8323, -3.0570, 2.1749], [-2.2874, -2.7635, 1.2188], [-4.3291, -0.3617, 1.3267], [-3.3917, -1.1030, 0.0355], [-3.6906, 0.6321, 0.0171], [-3.1473, 2.7350, 1.4739], [-2.0660, 2.6628, 0.0873], [-1.5341, 3.4175, 1.5940], [0.3074, 2.4408, 3.8985], [0.5656, 2.9588, 2.2368], [1.5766, 1.6976, 2.9324], [0.4042, -1.1480, 4.5476], [1.6613, -0.4484, 3.5337], [0.9716, -2.0177, 3.1255], [2.9375, 1.6362, -2.4780], [1.6670, 1.5697, -1.6705], [1.0284, 0.2972, -1.9503], [-0.3256, -0.0558, -1.1927], [-0.6917, -1.4680, -1.8047], [-0.0685, -2.6692, -1.2696], [1.1859, -3.0166, -2.0341], [-1.4316, 0.9145, -1.7467], [-1.7837, 0.9902, -3.1633], [-2.6734, 2.1905, -3.3502], [3.4529, 2.5761, -2.2807], [2.7170, 1.5785, -3.5430], [3.6039, 0.8147, -2.2157], [0.9777, 2.3726, -1.9410], [1.8674, 1.6315, -0.5968], [-0.8278, -3.4429, -1.3579], [0.1404, -2.5153, -0.2057], [0.9621, -3.1621, -3.0900], [1.6071, -3.9428, -1.6414], [1.9300, -2.2263, -1.9381], [-2.2869, 0.0609, -3.4263], [-0.8629, 1.0681, -3.7427], [-3.5766, 2.0991, -2.7478], [-2.9666, 2.2659, -4.3972], [-2.1560, 3.1085, -3.0725], [5.6879, 0.0377, 0.1761], [4.7457, -1.3771, 0.6612], [5.2317, -1.9207, 2.2670], [4.9228, -2.6787, -0.5229], [3.3292, -0.9987, 0.7082], [2.2228, -0.7065, 0.7692]],
  "nbo_charge": [1.461, -0.193, -0.233, -0.200, -0.181, -0.233, -0.631, -0.637, -0.636, -0.629, -0.630, 0.239, 0.223, 0.225, 0.236, 0.223, 0.231, 0.236, 0.232, 0.229, 0.236, 0.225, 0.225, 0.237, 0.226, 0.224, -0.625, -0.072, -0.837, 1.710, -0.825, -0.061, -0.640, -0.839, -0.068, -0.628, 0.229, 0.225, 0.216, 0.188, 0.186, 0.207, 0.177, 0.229, 0.228, 0.218, 0.200, 0.190, 0.221, 0.234, 0.217, 0.097, -0.230, 0.106, 0.097, 0.288, -0.342],
  "homo_ev": -11.72,
  "orbital_gap_ev": 9.48,
  "fmax_ev_per_a": 0.49,
  "e_above_lowest_kcal_mol": 0.5,
  "charge": 1
}



# 2
{
  "formula": "C25H32BN8NiOP2",
  "method": "ωB97M-V/def2-TZVPD",
  "species": ["Ni", "C", "C", "N", "N", "C", "B", "N", "C", "C", "C", "N", "N", "C", "C", "C", "N", "H", "H", "H", "H", "H", "H", "H", "H", "H", "H", "C", "P", "C", "C", "C", "C", "C", "C", "C", "P", "C", "C", "H", "H", "H", "H", "H", "H", "H", "H", "H", "H", "H", "H", "H", "H", "H", "H", "N", "C", "O", "C", "C", "C", "N", "C", "C", "H", "H", "H", "H", "H", "H"],
  "xyz": [[-0.1167, -0.2942, -0.1470], [0.9219, -4.3873, 0.2924], [1.1879, -3.0357, 0.5096], [0.2712, -2.2835, -0.1002], [-0.5931, -3.1232, -0.7056], [-0.2192, -4.3908, -0.4893], [-1.7075, -2.5691, -1.6296], [-2.6607, -1.6596, -0.8095], [-4.0043, -1.6566, -0.7924], [-4.4362, -0.4864, -0.2023], [-3.2566, 0.1951, 0.1086], [-2.1972, -0.5196, -0.2588], [-1.0589, -1.6679, -2.7025], [-1.0718, -1.8015, -4.0399], [-0.5116, -0.6709, -4.5952], [-0.1785, 0.1224, -3.4930], [-0.5089, -0.4808, -2.3559], [1.4794, -5.2362, 0.6473], [1.9838, -2.5759, 1.0764], [-0.7863, -5.2079, -0.9046], [-2.3144, -3.4734, -2.1296], [-4.5586, -2.4835, -1.2047], [-5.4498, -0.1664, -0.0358], [-3.1302, 1.1655, 0.5635], [-1.4814, -2.6860, -4.4999], [-0.3667, -0.4491, -5.6380], [0.2781, 1.1004, -3.4841], [-1.4957, 0.6929, 3.2863], [-0.7185, -0.6267, 2.2862], [-1.9065, -1.9851, 2.5076], [0.7170, -1.1043, 3.3144], [0.6271, -2.1193, 4.2664], [1.7361, -2.5058, 5.0026], [2.9546, -1.8777, 4.7980], [3.0575, -0.8601, 3.8624], [1.9520, -0.4590, 3.1145], [2.0416, 0.8782, 1.8728], [3.8185, 0.9148, 1.4221], [2.0240, 2.3834, 2.9402], [-1.6133, 0.3551, 4.3164], [-2.4809, 0.9179, 2.8758], [-0.9004, 1.6036, 3.2756], [-2.1612, -2.1108, 3.5598], [-1.5039, -2.9185, 2.1113], [-2.8184, -1.7369, 1.9635], [-0.3116, -2.6291, 4.4366], [1.6485, -3.3002, 5.7324], [3.8250, -2.1782, 5.3670], [4.0148, -0.3748, 3.7228], [4.1289, -0.0393, 0.9938], [4.4511, 1.1487, 2.2789], [3.9667, 1.6907, 0.6709], [2.7091, 2.2702, 3.7822], [1.0282, 2.5913, 3.3272], [2.3379, 3.2387, 2.3396], [6.1672, 0.5242, -3.8545], [5.0825, 1.3312, -3.7759], [4.9672, 2.3690, -4.3898], [3.9749, 0.8717, -2.8572], [3.1786, 1.8481, -2.2747], [2.1524, 1.4521, -1.4432], [1.8692, 0.1704, -1.1899], [2.6134, -0.7645, -1.7754], [3.6792, -0.4592, -2.6075], [6.9296, 0.8138, -4.4440], [6.2920, -0.2731, -3.2591], [3.3697, 2.8924, -2.4805], [1.5220, 2.1899, -0.9575], [2.3367, -1.7933, -1.5808], [4.2322, -1.2627, -3.0768]],
  "nbo_charge": [1.387, -0.339, -0.038, -0.428, -0.315, 0.016, 0.540, -0.320, 0.009, -0.344, -0.037, -0.401, -0.331, 0.000, -0.336, -0.032, -0.387, 0.245, 0.227, 0.237, -0.018, 0.237, 0.248, 0.219, 0.231, 0.242, 0.214, -0.942, 0.847, -0.959, -0.380, -0.196, -0.192, -0.177, -0.233, -0.247, 0.786, -0.944, -0.922, 0.242, 0.243, 0.240, 0.237, 0.253, 0.258, 0.218, 0.228, 0.227, 0.218, 0.238, 0.231, 0.243, 0.229, 0.231, 0.239, -0.806, 0.640, -0.574, -0.080, -0.213, 0.033, -0.522, 0.035, -0.187, 0.419, 0.398, 0.259, 0.209, 0.218, 0.225],
  "homo_ev": [-10.80, -10.94],
  "orbital_gap_ev": [8.24, 7.99],
  "fmax_ev_per_a": 1.08,
  "e_above_lowest_kcal_mol": 32.8,
  "charge": 1,
  "multiplicity": 3
}



# 3
{
  "formula": "C12H11IIrN5S",
  "method": "ωB97M-V/def2-TZVPD",
  "species": ["Ir", "N", "C", "S", "N", "N", "C", "C", "C", "C", "C", "C", "N", "H", "H", "H", "H", "H", "H", "H", "I", "C", "C", "C", "C", "C", "N", "H", "H", "H", "H"],
  "xyz": [[-0.7454, -0.2867, 0.0649], [-4.2178, -2.9042, -0.2292], [-3.0753, -2.2496, -0.2373], [-2.8348, -0.8867, 0.8729], [-2.1031, -2.6253, -1.0513], [-1.0393, -1.8889, -1.0835], [0.0876, -2.4044, -1.7403], [1.2730, -1.7717, -1.4478], [2.5326, -2.1060, -2.0099], [3.6439, -1.3812, -1.6661], [3.5261, -0.3146, -0.7633], [2.2876, -0.0358, -0.2126], [1.1903, -0.7271, -0.5272], [-4.9488, -2.6747, 0.4276], [-4.3672, -3.6718, -0.8716], [-0.0277, -3.2635, -2.3850], [2.5891, -2.9300, -2.7080], [4.6128, -1.6294, -2.0773], [4.3840, 0.2757, -0.4775], [2.1739, 0.7541, 0.5190], [-0.9266, 2.0526, -1.7198], [-0.6012, 2.5826, 0.3146], [-0.4470, 3.8814, 0.7325], [-0.2955, 4.0985, 2.0995], [-0.3140, 3.0161, 2.9666], [-0.4586, 1.7418, 2.4503], [-0.5910, 1.5217, 1.1341], [-0.4479, 4.6980, 0.0247], [-0.1707, 5.1058, 2.4742], [-0.2168, 3.1515, 4.0340], [-0.4719, 0.8716, 3.0929]],
  "mulliken_spin": [1.485, 0.257, 0.112, 0.273, 0.283, 0.333, 0.348, 0.106, 0.168, 0.010, 0.174, 0.072, 0.186, -0.007, -0.009, 0.008, 0.005, 0.001, 0.004, 0.017, 0.202, 0.035, -0.018, 0.005, -0.003, 0.005, -0.040, -0.004, 0.000, 0.000, -0.008],
  "homo_ev": [-13.38, -16.12],
  "orbital_gap_ev": [7.13, 6.56],
  "fmax_ev_per_a": 1.57,
  "charge": 2,
  "multiplicity": 5
}



Number 1: M 454.8 g/mol. Number 2: M 592.0 g/mol. Number 3: M 576.4 g/mol.